No. 1
{
  "formula": "C53H44FeIN4O6P2",
  "method": "ωB97M-V/def2-TZVPD",
  "symbols": ["Fe", "C", "C", "N", "C", "C", "C", "O", "C", "C", "N", "C", "C", "C", "C", "C", "C", "I", "C", "O", "H", "H", "H", "H", "H", "H", "H", "H", "H", "H", "H", "H", "O", "C", "O", "C", "C", "C", "N", "C", "C", "C", "O", "O", "H", "H", "H", "C", "N", "C", "P", "C", "C", "C", "C", "C", "C", "C", "C", "C", "C", "C", "C", "C", "C", "C", "C", "C", "C", "P", "C", "C", "C", "C", "C", "C", "C", "C", "C", "C", "C", "C", "H", "H", "H", "H", "H", "H", "H", "H", "H", "H", "H", "H", "H", "H", "H", "H", "H", "H", "H", "H", "H", "H", "H", "H", "H", "H", "H", "H", "H"],
  "xyz": [[-0.029, -1.069, -0.025], [-2.920, -0.516, 3.717], [-1.617, -1.235, 3.853], [-1.299, -1.619, 5.074], [-0.206, -2.340, 5.282], [0.584, -2.830, 4.266], [1.793, -3.671, 4.583], [1.719, -4.994, 4.096], [0.217, -2.539, 2.926], [0.784, -3.222, 1.841], [0.335, -3.051, 0.608], [0.663, -3.876, -0.429], [1.786, -4.714, -0.518], [2.034, -5.425, -1.672], [1.170, -5.359, -2.757], [0.020, -4.585, -2.675], [-0.204, -3.867, -1.530], [-1.925, -2.664, -1.275], [-0.845, -1.582, 2.712], [-1.104, -1.061, 1.555], [-3.107, 0.081, 4.607], [-3.713, -1.261, 3.642], [-2.949, 0.094, 2.821], [0.011, -2.566, 6.317], [1.955, -3.671, 5.668], [2.681, -3.241, 4.111], [0.971, -5.440, 4.508], [1.540, -3.971, 2.050], [2.482, -4.759, 0.306], [2.926, -6.030, -1.734], [1.388, -5.902, -3.663], [-0.684, -4.535, -3.491], [6.803, -0.763, 1.610], [5.984, -0.989, 2.478], [5.984, -1.202, 3.675], [4.479, -0.976, 1.894], [3.452, -0.574, 2.731], [2.176, -0.491, 2.201], [1.903, -0.812, 0.946], [2.888, -1.246, 0.161], [4.211, -1.322, 0.584], [2.483, -1.616, -1.256], [3.304, -1.991, -2.066], [1.226, -1.468, -1.480], [3.647, -0.330, 3.764], [1.343, -0.157, 2.802], [4.983, -1.637, -0.104], [-0.831, 2.147, -2.715], [-1.337, 2.893, -1.605], [-0.405, 2.960, -0.527], [-0.443, 1.360, 0.530], [0.311, 2.095, 2.028], [1.464, 2.869, 1.890], [2.070, 3.429, 3.001], [1.548, 3.202, 4.265], [0.434, 2.390, 4.415], [-0.178, 1.833, 3.307], [-2.247, 1.514, 0.788], [-3.081, 0.833, -0.091], [-4.446, 1.047, -0.071], [-4.989, 1.957, 0.821], [-4.163, 2.637, 1.701], [-2.797, 2.426, 1.683], [-2.605, 3.451, -1.581], [-2.933, 4.508, -0.724], [-4.193, 5.074, -0.736], [-5.170, 4.618, -1.602], [-4.865, 3.571, -2.454], [-3.612, 2.997, -2.443], [-0.146, 0.414, -2.237], [-0.637, -0.494, -3.743], [-1.965, -0.406, -4.161], [-2.402, -1.093, -5.276], [-1.520, -1.900, -5.976], [-0.213, -2.038, -5.535], [0.229, -1.353, -4.416], [1.581, 0.917, -2.576], [2.434, 1.209, -1.520], [3.744, 1.586, -1.755], [4.202, 1.709, -3.057], [3.341, 1.475, -4.115], [2.035, 1.083, -3.879], [0.030, 2.690, -3.138], [-1.571, 2.051, -3.502], [-0.621, 3.783, 0.156], [0.598, 3.108, -0.942], [1.891, 3.040, 0.913], [2.949, 4.043, 2.877], [2.014, 3.648, 5.130], [0.026, 2.200, 5.397], [-1.037, 1.190, 3.427], [-2.654, 0.138, -0.802], [-5.084, 0.519, -0.764], [-6.049, 2.150, 0.820], [-4.578, 3.350, 2.398], [-2.156, 2.979, 2.354], [-2.201, 4.916, -0.044], [-4.409, 5.890, -0.063], [-6.152, 5.064, -1.612], [-5.610, 3.186, -3.133], [-3.436, 2.169, -3.108], [-2.671, 0.189, -3.600], [-3.431, -1.003, -5.591], [-1.859, -2.435, -6.852], [0.469, -2.685, -6.071], [1.244, -1.491, -4.069], [2.069, 1.124, -0.504], [4.407, 1.773, -0.923], [5.226, 1.995, -3.249], [3.685, 1.595, -5.133], [1.373, 0.897, -4.713]],
  "lowdin_spin": [4.0544, 0.0013, 0.0087, 0.0001, 0.0085, -0.0006, -0.0002, 0.0000, 0.0110, 0.0117, 0.0795, 0.0059, 0.0056, 0.0003, 0.0038, 0.0010, 0.0071, 0.0724, 0.0080, 0.1259, 0.0000, 0.0004, 0.0004, 0.0005, 0.0000, 0.0000, 0.0000, 0.0025, 0.0003, 0.0000, 0.0002, 0.0004, 0.0002, 0.0000, 0.0000, -0.0009, 0.0036, 0.0085, 0.0871, 0.0053, 0.0040, 0.0085, 0.0139, 0.1029, 0.0006, 0.0007, 0.0008, 0.0221, 0.0011, 0.0124, 0.0988, 0.0141, 0.0067, -0.0006, 0.0071, -0.0003, 0.0074, 0.0112, 0.0037, 0.0000, 0.0017, 0.0006, 0.0043, 0.0001, 0.0004, 0.0000, 0.0002, 0.0000, 0.0002, 0.1075, 0.0130, 0.0076, -0.0007, 0.0075, -0.0004, 0.0079, 0.0073, 0.0010, -0.0002, 0.0008, 0.0004, 0.0033, 0.0023, 0.0006, 0.0025, 0.0004, 0.0003, -0.0002, 0.0004, -0.0001, 0.0003, 0.0011, 0.0000, 0.0001, 0.0001, 0.0003, 0.0002, 0.0000, 0.0000, 0.0000, 0.0001, 0.0003, -0.0002, 0.0005, -0.0001, 0.0004, 0.0003, 0.0000, 0.0001, 0.0001, 0.0002],
  "multiplicity": 6,
  "lumo_energy_ev": [-1.3, -1.8],
  "homo_energy_ev": [-7.4, -7.4],
  "e_above_lowest_ev": 1.5207,
  "s_squared": 8.7682,
  "homo_lumo_gap_ev": [6.019, 5.513],
  "total_energy_ev": -134985.7235,
  "charge": 0
}

No. 2
{
  "formula": "C53H45AsMnN4O5PS",
  "method": "ωB97M-V/def2-TZVPD",
  "symbols": ["Mn", "C", "C", "C", "C", "C", "C", "C", "S", "O", "O", "N", "C", "C", "C", "C", "C", "N", "H", "H", "H", "H", "H", "H", "H", "H", "H", "H", "H", "C", "C", "C", "C", "C", "C", "P", "C", "C", "C", "C", "C", "C", "C", "C", "C", "C", "C", "C", "H", "H", "H", "H", "H", "H", "H", "H", "H", "H", "H", "H", "H", "H", "C", "N", "C", "C", "C", "O", "N", "C", "O", "H", "H", "H", "H", "H", "O", "As", "C", "C", "C", "C", "C", "C", "C", "C", "C", "C", "C", "C", "C", "C", "C", "C", "C", "C", "H", "H", "H", "H", "H", "H", "H", "H", "H", "H", "H", "H", "H", "H", "H"],
  "xyz": [[0.467, 0.634, 0.077], [4.289, 3.805, 5.755], [3.249, 3.816, 4.666], [3.625, 3.835, 3.326], [2.677, 3.883, 2.315], [1.332, 3.932, 2.650], [0.933, 3.914, 3.980], [1.892, 3.846, 4.978], [0.108, 4.027, 1.372], [0.772, 4.582, 0.224], [-1.005, 4.752, 1.940], [-0.262, 2.511, 1.046], [-1.348, 1.832, 1.546], [-2.431, 2.264, 2.331], [-3.412, 1.347, 2.638], [-3.340, 0.034, 2.177], [-2.250, -0.320, 1.417], [-1.280, 0.551, 1.139], [5.184, 3.265, 5.443], [3.905, 3.340, 6.663], [4.592, 4.823, 6.008], [4.677, 3.803, 3.067], [2.969, 3.894, 1.272], [-0.121, 3.967, 4.219], [1.584, 3.827, 6.018], [-2.487, 3.291, 2.649], [-4.260, 1.663, 3.235], [-4.119, -0.686, 2.378], [-2.131, -1.311, 1.004], [-0.156, -7.407, -1.284], [0.563, -6.586, -2.143], [0.449, -5.205, -2.049], [-0.390, -4.624, -1.100], [-1.119, -5.461, -0.255], [-1.001, -6.841, -0.338], [-0.581, -2.809, -0.859], [-0.071, -2.227, -2.509], [-1.006, -2.369, -3.537], [-0.717, -1.919, -4.813], [0.504, -1.302, -5.074], [1.430, -1.146, -4.055], [1.141, -1.612, -2.777], [0.817, -2.467, 0.293], [1.547, -3.530, 0.837], [2.362, -3.356, 1.945], [2.446, -2.108, 2.544], [1.771, -1.036, 1.979], [0.978, -1.187, 0.846], [-0.061, -8.483, -1.355], [1.218, -7.022, -2.886], [1.015, -4.572, -2.722], [-1.787, -5.017, 0.475], [-1.571, -7.474, 0.329], [-1.973, -2.812, -3.323], [-1.450, -2.030, -5.603], [0.726, -0.940, -6.071], [2.378, -0.658, -4.239], [1.865, -1.481, -1.984], [1.468, -4.518, 0.397], [2.924, -4.195, 2.337], [3.062, -1.959, 3.423], [1.900, -0.049, 2.413], [0.093, 2.518, -4.512], [-0.826, 1.764, -3.680], [-2.118, 1.533, -4.075], [-2.964, 0.811, -3.332], [-2.497, 0.223, -2.070], [-3.227, -0.487, -1.382], [-1.199, 0.496, -1.716], [-0.399, 1.245, -2.472], [0.762, 1.488, -2.071], [-0.418, 3.386, -4.930], [0.483, 1.900, -5.324], [0.922, 2.849, -3.893], [-2.399, 1.981, -5.020], [-3.985, 0.642, -3.640], [2.317, 1.003, 0.087], [3.655, 0.635, -0.983], [4.184, 2.447, -1.461], [3.232, 3.456, -1.370], [3.573, 4.760, -1.710], [4.853, 5.052, -2.161], [5.802, 4.041, -2.261], [5.468, 2.740, -1.909], [4.973, 0.302, 0.446], [6.178, -0.364, 0.245], [7.032, -0.625, 1.312], [6.688, -0.227, 2.595], [5.490, 0.445, 2.804], [4.642, 0.705, 1.738], [4.792, -0.756, -2.483], [4.656, -2.120, -2.294], [4.956, -2.990, -3.337], [5.379, -2.491, -4.564], [5.508, -1.120, -4.747], [5.204, -0.245, -3.704], [2.233, 3.230, -1.022], [2.828, 5.540, -1.610], [5.118, 6.068, -2.428], [6.804, 4.268, -2.603], [6.218, 1.957, -1.961], [6.454, -0.685, -0.751], [7.964, -1.149, 1.138], [7.347, -0.442, 3.427], [5.208, 0.756, 3.803], [3.695, 1.204, 1.901], [4.319, -2.516, -1.339], [4.847, -4.060, -3.196], [5.599, -3.169, -5.379], [5.838, -0.728, -5.703], [5.287, 0.826, -3.859]],
  "lowdin_spin": [3.9776, 0.0000, 0.0001, 0.0002, 0.0010, 0.0006, 0.0001, 0.0001, 0.0060, 0.0008, 0.0045, 0.0348, 0.0102, -0.0018, 0.0072, -0.0007, 0.0064, -0.0148, 0.0000, 0.0000, 0.0000, 0.0000, 0.0006, 0.0000, 0.0000, -0.0003, 0.0005, -0.0002, 0.0001, 0.0000, 0.0000, -0.0001, 0.0001, -0.0001, 0.0000, 0.0007, 0.0023, 0.0002, 0.0006, 0.0002, 0.0013, 0.0087, -0.0089, -0.0091, 0.0139, -0.0065, 0.0011, -0.1549, 0.0000, 0.0000, 0.0000, 0.0000, 0.0000, 0.0000, 0.0000, 0.0000, -0.0001, 0.0099, -0.0015, 0.0009, -0.0012, 0.0013, 0.0007, 0.0015, 0.0003, 0.0021, 0.0041, 0.0021, 0.0367, 0.0068, 0.0423, 0.0000, 0.0000, 0.0002, 0.0000, 0.0004, 0.2213, 0.2687, 0.0214, 0.0048, -0.0008, 0.0044, 0.0008, 0.0090, 0.0020, 0.0118, 0.0004, 0.0065, -0.0011, 0.0051, 0.3304, 0.0380, 0.0091, 0.0042, 0.0123, 0.0444, 0.0008, -0.0001, 0.0003, 0.0000, 0.0012, 0.0030, -0.0002, 0.0005, -0.0003, 0.0011, 0.0033, 0.0018, 0.0005, 0.0021, 0.0040],
  "multiplicity": 6,
  "lumo_energy_ev": [2.4, 2.3],
  "homo_energy_ev": [-3.9, -5.5],
  "e_above_lowest_ev": 0.8094,
  "s_squared": 8.9003,
  "homo_lumo_gap_ev": [6.371, 7.825],
  "total_energy_ev": -184174.5466,
  "charge": -1
}

- multiplicity of number 1 (C53H44FeIN4O6P2)?
  6